Record 1
# C2H8N4

2 unconnected molecules or ions with the total composition C2H8N4 (wB97M-V/def2-TZVPD, the Open Molecules 2025 dataset).

lowest unoccupied orbital energy (spin up / spin down)	-0.0026 / 0.0198	hartree
DFT total energy	-8155.9163	eV
energy above the lowest of the compared OMol25 structures with the same formula, charge and spin	8.335	eV
orbital gap (spin up / spin down)	7.79 / 8.80	eV
net charge	0

```
14
Properties=species:S:1:pos:R:3:forces:R:3:lowdin_charge:R:1
C -0.2693 0.9195 1.1402 0.58 -2.11 1.67 -0.15
C 2.1992 0.2550 -0.6601 -1.62 1.16 0.28 0.10
N -1.7109 -0.9574 -1.3244 1.20 -1.80 1.34 0.01
N -1.8202 -1.2607 0.1784 0.78 2.99 -1.57 0.02
N -0.5167 -0.8176 -0.4601 -2.51 -3.44 -0.33 -0.23
N -0.0753 0.3670 -0.2133 1.23 3.06 0.61 -0.13
H 0.1719 0.1878 1.9909 -0.28 1.67 -1.80 0.11
H 0.2120 1.9266 1.1454 -0.65 -0.92 0.30 0.07
H -1.3431 0.8542 1.4887 0.87 0.68 -1.01 0.07
H 2.2552 1.3372 -0.6708 0.03 -0.19 -0.47 0.01
H 2.6544 -0.1789 0.1785 0.41 -0.76 1.06 -0.01
H 2.1009 -0.3349 -1.5423 -0.10 -0.02 -0.46 0.00
H -2.0870 -0.0463 -1.5855 -0.16 0.39 1.12 0.07
H -1.7711 -2.2514 0.3343 0.22 -0.72 -0.74 0.06
```
Forces are in eV/Å.



Record 2
# C2H8N4O

A single C2H8N4O molecule (wB97M-V/def2-TZVPD, the Open Molecules 2025 dataset).

lowest unoccupied orbital energy	0.0251	hartree
DFT total energy	-10208.7985	eV
energy above the lowest of the compared OMol25 structures with the same formula, charge and spin	3.814	eV
orbital gap	9.45	eV
net charge	0

```
15
Properties=species:S:1:pos:R:3:forces:R:3:lowdin_charge:R:1
C 0.6118 1.4617 0.6751 0.47 0.17 -0.28 -0.06
N 0.4199 0.0855 0.2345 2.01 -2.61 -0.75 -0.12
N 1.6691 -0.7317 -0.1926 -0.72 2.22 0.39 -0.03
C -0.6670 -0.2789 -0.5254 -0.38 -1.73 -1.83 -0.56
N -1.8096 0.4507 -0.3726 -0.72 1.04 1.01 0.12
O 1.9145 -1.7223 0.7965 -0.73 0.38 0.69 -0.09
N -0.6052 -1.2562 -1.3797 0.28 0.59 0.58 0.09
H 1.1633 -1.5738 1.3991 0.33 -0.48 -0.06 0.08
H 1.4503 -1.3041 -1.0247 -0.90 0.77 0.51 0.09
H -1.9909 0.7458 0.5779 -0.09 0.17 -0.14 0.09
H -2.6349 0.0621 -0.8070 0.26 -0.01 0.03 0.10
H -1.5225 -1.4262 -1.7920 0.27 0.03 0.13 0.04
H 0.6343 2.1511 -0.1759 0.02 0.01 0.12 0.09
H -0.1852 1.7784 1.3580 0.08 -0.26 -0.18 0.08
H 1.5520 1.5580 1.2287 -0.19 -0.29 -0.23 0.09
```
Forces are in eV/Å.



Record 3
# C2H8N4O

2 unconnected molecules or ions with the total composition C2H8N4O (wB97M-V/def2-TZVPD, the Open Molecules 2025 dataset).

lowest unoccupied orbital energy	-0.3399	hartree
DFT total energy	-10189.9088	eV
energy above the lowest of the compared OMol25 structures with the same formula, charge and spin	2.883	eV
orbital gap	9.39	eV
net charge	+2

```
15
Properties=species:S:1:pos:R:3:forces:R:3:lowdin_charge:R:1
C 2.1239 0.0628 0.1744 -1.28 0.95 -0.42 -0.09
C -3.4317 -1.2044 -0.3819 -1.79 -0.65 0.58 0.04
N 3.2471 0.0671 0.6858 2.85 -0.52 -0.22 0.10
N -1.7257 0.3785 -0.3843 1.16 -1.05 0.55 0.24
N 4.0997 1.1912 0.6145 1.06 1.06 1.42 0.12
N -2.9230 0.1497 -0.3833 0.40 1.84 0.37 0.01
O 1.0919 0.1339 -0.2615 -0.97 -0.16 -0.40 0.36
H -4.4257 -1.3297 -0.8480 0.64 0.55 0.02 0.14
H -2.6981 -1.7885 -0.8143 1.44 -1.12 -1.57 0.08
H -3.4864 -1.7078 0.5991 -0.13 1.16 0.31 0.14
H 3.6234 -0.8730 0.7781 0.51 -0.35 0.35 0.22
H -1.3716 1.3541 -0.2458 -1.32 -0.30 -0.55 0.16
H 4.4197 1.5407 -0.2779 -0.69 -0.73 -0.93 0.13
H 4.9733 1.0383 1.1425 -1.00 -0.30 0.24 0.15
H -3.5168 0.9872 -0.3975 -0.86 -0.38 0.25 0.21
```
Forces are in eV/Å.



Record 4
# C2H8N4O

2 unconnected molecules or ions with the total composition C2H8N4O (wB97M-V/def2-TZVPD, the Open Molecules 2025 dataset).

lowest unoccupied orbital energy (spin up / spin down)	-0.4013 / -0.3819	hartree
DFT total energy	-10186.4563	eV
energy above the lowest of the compared OMol25 structures with the same formula, charge and spin	6.336	eV
orbital gap (spin up / spin down)	7.98 / 8.50	eV
net charge	+2

```
15
Properties=species:S:1:pos:R:3:forces:R:3:lowdin_charge:R:1
C 1.1820 -0.9332 0.1628 -0.07 -2.70 1.42 -0.06
C 0.1774 -1.8071 2.3044 0.14 -1.04 1.17 0.18
N 0.5859 -1.3389 1.2224 0.64 0.10 -0.71 0.12
N 0.7825 0.0979 -0.4986 -4.21 3.15 -0.24 -0.01
N -1.2273 0.4580 -0.5609 1.64 -0.65 1.39 0.15
N -1.1055 1.8422 -1.0357 -1.14 -1.65 1.35 0.18
O 1.1389 0.4537 -1.6796 1.21 3.77 1.28 0.11
H 2.0616 -1.4066 -0.2523 0.39 -0.53 0.36 0.20
H -0.5802 -2.6595 2.3125 0.89 1.16 0.00 0.16
H 0.6498 -1.4581 3.2819 -0.84 -0.24 -1.16 0.16
H -1.5249 0.5604 0.4803 0.68 -0.23 -1.88 0.15
H -0.3597 1.9001 -1.7207 0.29 0.11 -0.58 0.15
H -0.8871 2.3412 -0.1915 0.14 1.53 -0.02 0.17
H -2.0486 2.0455 -1.4128 0.48 0.49 -0.14 0.21
H 1.1551 -0.0957 -2.4123 -0.23 -3.27 -2.23 0.13
```
Forces are in eV/Å.